The following is a quantum chemistry calculation of C78H142F14N18O31S14 as an isolated structure, from the OMol25 dataset.

The geometry in XYZ format:
```
297
Properties=species:S:1:pos:R:3:mulliken_charge:R:1
C -5.722 -3.524 6.608 -1.344
C -6.986 -3.143 5.929 -0.486
C -6.861 -2.774 4.457 0.130
C -8.062 -2.115 3.790 -0.988
N -7.758 -1.800 2.295 0.401
C -8.878 -0.982 1.745 -0.446
C -8.480 0.550 2.083 -0.950
C -7.073 0.402 2.684 -0.606
C -6.565 -0.920 2.191 -0.402
C -7.667 -3.054 1.496 -1.077
H -5.016 -2.709 6.544 0.338
H -5.328 -4.457 6.205 0.335
H -5.983 -3.632 7.651 0.416
H -7.416 -2.226 6.439 0.322
H -7.694 -4.002 6.005 0.324
H -6.515 -3.716 4.007 0.225
H -6.030 -2.063 4.452 0.041
H -8.281 -1.189 4.268 0.424
H -8.940 -2.756 3.826 0.443
H -8.945 -1.201 0.696 0.458
H -9.794 -1.246 2.314 0.301
H -8.603 1.084 1.192 0.385
H -9.171 0.941 2.752 0.364
H -6.292 1.133 2.458 0.374
H -7.019 0.450 3.758 0.465
H -6.351 -0.940 1.143 0.644
H -5.684 -1.323 2.635 -0.368
H -7.578 -2.774 0.455 0.541
H -8.558 -3.656 1.574 0.383
H -6.772 -3.669 1.742 0.274
C 7.362 1.707 11.484 -1.145
C 5.934 1.943 12.095 -0.828
C 4.808 1.295 11.252 -0.234
C 3.482 1.614 12.033 -0.945
N 2.209 1.284 11.271 0.224
C 1.098 1.070 12.239 -0.729
C 1.361 -0.275 12.850 -0.687
C 2.212 -1.042 11.835 -0.289
C 2.244 -0.121 10.664 -0.953
C 1.819 2.307 10.236 -1.097
H 8.060 1.913 12.311 0.330
H 7.419 2.535 10.812 0.308
H 7.632 0.752 10.954 0.317
H 5.685 2.977 12.184 0.421
H 5.880 1.653 13.153 0.396
H 4.970 0.234 11.080 0.399
H 4.929 1.769 10.301 0.319
H 3.363 2.738 12.195 0.327
H 3.385 1.167 13.043 0.445
H 0.260 0.973 11.636 0.526
H 1.030 1.767 13.028 0.347
H 0.359 -0.776 12.959 0.345
H 1.702 -0.227 13.883 0.373
H 1.683 -1.976 11.699 0.392
H 3.278 -1.287 12.148 0.246
H 1.354 -0.183 9.997 0.500
H 3.090 -0.237 10.058 0.502
H 1.247 3.086 10.715 0.392
H 1.188 1.825 9.509 0.337
H 2.666 2.765 9.750 0.456
C -11.174 -6.562 -13.073 -0.773
N -10.519 -5.780 -12.002 0.024
C -9.416 -5.031 -12.292 -0.325
C -8.771 -4.221 -11.398 -0.643
C -9.251 -4.169 -10.102 1.067
C -10.242 -5.003 -9.774 -0.250
C -10.897 -5.788 -10.722 -0.474
C -8.489 -3.240 -9.259 0.882
C -7.990 -3.677 -8.029 -1.108
C -7.015 -2.959 -7.422 -0.556
N -6.505 -1.855 -8.071 0.514
C -6.926 -1.447 -9.319 -0.192
C -8.018 -2.087 -9.846 -0.804
C -5.451 -1.163 -7.304 -0.684
H -12.192 -6.243 -13.127 0.379
H -11.077 -7.623 -12.948 0.378
H -10.561 -6.337 -13.927 0.226
H -9.133 -5.242 -13.316 0.396
H -7.812 -3.701 -11.642 0.181
H -10.667 -5.001 -8.715 0.380
H -11.675 -6.465 -10.401 0.450
H -8.408 -4.614 -7.700 0.424
H -6.697 -3.158 -6.391 0.614
H -6.456 -0.579 -9.793 0.432
H -8.256 -1.958 -10.925 0.763
H -4.524 -1.164 -7.862 0.467
H -5.380 -1.575 -6.323 -0.307
H -5.678 -0.131 -7.250 0.552
C 4.905 -7.627 -7.599 -0.832
N 3.806 -7.962 -6.700 0.119
C 2.538 -7.805 -7.099 -0.705
C 1.538 -7.966 -6.202 -0.521
C 1.774 -8.222 -4.865 1.053
C 3.039 -8.356 -4.417 -0.503
C 4.045 -8.222 -5.389 -0.292
C 0.570 -8.246 -3.954 1.105
C -0.599 -7.592 -4.281 -0.666
C -1.623 -7.562 -3.390 -0.903
N -1.509 -8.186 -2.208 0.099
C -0.463 -8.864 -1.862 -0.021
C 0.554 -8.998 -2.765 -0.878
C -2.607 -7.958 -1.208 -1.042
H 5.790 -8.170 -7.272 0.312
H 5.156 -6.601 -7.513 0.345
H 4.618 -7.757 -8.637 0.336
H 2.228 -7.744 -8.117 0.479
H 0.508 -7.839 -6.552 0.569
H 3.337 -8.529 -3.318 0.347
H 5.092 -8.290 -5.030 0.366
H -0.672 -7.083 -5.209 0.464
H -2.505 -6.978 -3.606 0.674
H -0.488 -9.157 -0.797 0.322
H 1.405 -9.688 -2.534 0.473
H -3.509 -8.273 -1.780 0.407
H -2.523 -6.953 -0.895 0.355
H -2.476 -8.703 -0.428 0.355
C 0.766 -0.962 -7.447 -1.180
N 1.025 -1.114 -6.019 1.668
C 2.046 -0.505 -5.397 -0.550
C 2.039 -0.490 -4.046 -1.116
C 0.931 -0.981 -3.354 1.439
C -0.090 -1.653 -4.009 -1.011
C 0.015 -1.735 -5.366 -0.721
C 1.008 -0.790 -1.839 0.620
C 0.271 0.016 -0.994 -1.220
C 0.389 -0.164 0.414 -0.362
N 1.271 -1.040 0.942 0.960
C 2.117 -1.664 0.124 -0.796
C 2.017 -1.520 -1.217 -1.226
C 1.244 -1.352 2.342 -1.042
H 1.346 -0.097 -7.862 0.291
H -0.241 -0.796 -7.645 0.424
H 1.117 -1.914 -7.937 0.184
H 2.821 -0.140 -6.068 0.550
H 2.950 -0.064 -3.623 0.091
H -0.856 -2.130 -3.444 0.691
H -0.789 -2.281 -5.964 0.498
H -0.554 0.609 -1.328 0.919
H -0.146 0.405 1.156 0.270
H 2.850 -2.259 0.622 0.926
H 2.742 -2.052 -1.856 0.560
H 0.778 -2.349 2.362 0.110
H 0.730 -0.582 2.876 0.461
H 2.254 -1.429 2.672 0.436
C 7.627 2.032 -3.229 -1.201
C 7.534 1.718 -1.710 -0.227
N 6.313 2.393 -1.065 1.041
C 5.035 2.028 -1.582 -1.993
C 6.437 2.043 0.402 -0.633
C 6.040 0.584 0.775 -1.349
C 6.353 3.930 -1.159 -0.620
C 7.338 4.663 -0.287 -0.540
O 8.647 4.174 -0.564 -0.266
C 9.765 4.884 0.021 -0.871
H 8.195 1.246 -3.743 0.417
H 7.930 3.035 -3.316 0.404
H 6.617 1.953 -3.729 0.221
H 8.346 2.143 -1.119 0.343
H 7.427 0.618 -1.595 0.414
H 4.944 2.393 -2.637 0.457
H 4.287 2.467 -1.020 0.583
H 4.938 0.950 -1.574 0.422
H 5.700 2.645 0.940 0.435
H 7.422 2.352 0.766 0.663
H 6.334 0.377 1.853 0.370
H 6.527 -0.210 0.190 0.343
H 4.962 0.477 0.714 0.256
H 5.418 4.382 -0.854 0.216
H 6.402 4.166 -2.249 0.550
H 6.979 4.642 0.810 0.049
H 7.249 5.734 -0.604 0.550
H 9.644 4.884 1.093 0.326
H 9.848 5.930 -0.246 0.326
H 10.685 4.394 -0.228 0.286
C -3.353 7.197 -1.131 -1.393
C -2.891 5.744 -1.158 -0.109
N -2.719 5.228 0.281 0.523
C -3.950 5.470 1.125 -1.096
C -2.409 3.738 0.171 -0.056
C -3.443 2.872 -0.533 -1.436
C -1.559 5.930 1.063 -0.733
C -0.089 5.651 0.838 -0.726
O 0.351 4.434 1.358 -0.410
C 0.585 3.263 0.532 0.525
H -3.235 7.658 -2.102 0.410
H -2.699 7.740 -0.460 0.355
H -4.331 7.341 -0.788 0.393
H -1.950 5.640 -1.738 0.249
H -3.638 5.141 -1.649 0.381
H -4.024 6.586 1.273 0.438
H -3.850 4.996 2.071 0.352
H -4.799 5.119 0.489 0.376
H -2.356 3.286 1.152 0.865
H -1.512 3.805 -0.446 -0.297
H -3.443 2.826 -1.631 0.324
H -4.522 3.039 -0.273 0.302
H -3.302 1.870 -0.099 0.264
H -1.789 5.626 2.095 0.426
H -1.702 7.043 1.066 0.585
H 0.407 6.349 1.567 0.368
H 0.293 5.810 -0.180 0.267
H 0.862 3.518 -0.512 0.517
H -0.346 2.708 0.526 -0.544
H 1.369 2.698 0.999 0.098
C 4.087 8.191 4.657 -1.159
C 5.324 8.393 5.537 -0.568
N 5.887 7.111 6.151 0.758
C 4.921 6.591 7.174 -0.764
C 6.136 6.156 5.035 -0.152
C 6.797 4.870 5.441 -1.197
C 7.246 7.391 6.714 -0.570
C 7.367 8.718 7.342 -1.076
O 6.604 8.829 8.488 -0.349
C 6.703 10.081 9.100 -0.731
H 4.241 7.880 3.635 0.307
H 3.521 9.143 4.588 0.419
H 3.492 7.455 5.211 0.225
H 5.123 9.054 6.339 0.498
H 6.198 8.821 4.988 0.433
H 4.875 7.362 7.927 0.342
H 5.367 5.694 7.646 0.407
H 3.950 6.338 6.710 0.113
H 6.811 6.657 4.361 0.564
H 5.240 5.945 4.445 -0.272
H 7.775 5.077 5.854 0.622
H 6.941 4.432 4.435 0.158
H 6.201 4.240 6.112 0.232
H 7.964 7.372 5.894 0.407
H 7.545 6.630 7.399 0.483
H 7.308 9.570 6.675 0.390
H 8.407 8.692 7.752 0.537
H 6.452 10.030 10.137 0.265
H 6.049 10.868 8.580 0.274
H 7.749 10.452 9.083 0.329
N -3.346 -0.204 1.933 -0.023
S -2.519 0.379 3.180 0.836
O -1.156 0.272 3.056 -0.524
O -3.087 0.349 4.514 -0.700
F -2.812 1.986 2.782 -0.286
S -3.112 -1.710 1.643 0.652
O -3.542 -2.008 0.288 -0.463
O -3.528 -2.511 2.723 -0.585
F -1.568 -1.821 1.441 0.079
N -3.921 -1.219 -2.889 -0.112
S -5.265 -0.407 -2.908 0.801
O -5.080 0.794 -2.126 -0.389
O -6.432 -1.208 -2.808 -0.627
F -5.519 0.257 -4.383 -0.342
S -3.778 -2.416 -3.953 0.638
O -5.028 -2.823 -4.587 -0.483
O -2.891 -3.456 -3.481 -0.312
F -2.958 -1.716 -5.080 -0.155
N 3.172 -2.975 -5.361 0.008
S 4.724 -2.492 -5.407 0.911
O 5.724 -3.488 -5.166 -0.634
O 4.877 -1.319 -4.670 -0.467
F 4.951 -2.028 -6.899 -0.289
S 2.578 -4.193 -6.181 0.595
O 1.165 -4.203 -6.017 -0.425
O 3.291 -5.419 -6.032 -0.290
F 2.811 -3.734 -7.681 -0.343
N 1.381 -4.496 -0.243 -0.214
S 1.083 -5.230 1.177 0.903
O 2.063 -4.778 2.095 -0.620
O 0.724 -6.575 1.128 -0.526
F -0.183 -4.487 1.591 -0.107
S 0.538 -4.695 -1.583 0.146
O -0.428 -5.788 -1.582 -0.089
O 1.260 -4.229 -2.755 -0.267
F -0.381 -3.373 -1.497 -0.105
N 3.942 3.921 4.792 -0.128
S 3.976 3.745 3.192 0.833
O 3.025 2.926 2.523 -0.490
O 5.378 3.700 2.834 -0.587
F 3.370 5.111 2.770 -0.330
S 2.496 3.629 5.448 0.946
O 2.583 3.772 6.843 -0.526
O 1.919 2.476 4.923 -0.493
F 1.637 4.792 4.899 -0.258
N 0.222 3.204 -3.418 -0.063
S 1.691 3.467 -3.715 0.967
O 2.350 2.635 -4.708 -0.593
O 2.381 3.687 -2.484 -0.542
F 1.583 4.912 -4.448 -0.345
S -0.711 2.473 -4.672 0.907
O -0.199 1.166 -5.035 -0.544
O -1.254 3.330 -5.706 -0.622
F -1.881 2.070 -3.638 -0.125
N -4.577 -4.455 -8.705 -0.101
S -4.383 -5.889 -8.198 1.081
O -5.255 -6.866 -8.853 -0.684
O -4.590 -5.829 -6.758 -0.552
F -2.912 -6.189 -8.599 -0.171
S -4.439 -3.918 -10.142 0.989
O -3.373 -4.415 -10.926 -0.573
O -4.609 -2.448 -10.238 -0.685
F -5.846 -4.239 -10.912 -0.238
```

## Properties
Net charge ... +4
E_LUMO ... -7.1 eV